(1)
Molecular formula: C3H8FN3
Method: DFT, ωB97M-V with the def2-TZVPD basis set

Summary:
DFT total energy ... -382.5282 Eh
F_max ... 5.2 eV/Å
SMILES ... C/[N+](C=[NH2+])=C(\N)F
LUMO ... -10.09 eV
Relative energy (zero: lowest compared OMol25 entry of this formula, charge and spin) ... 61.2 kJ/mol
Gap between HOMO and LUMO ... 10.7 eV
HOMO ... -20.76 eV
Molar mass ... 105.12 u

```
! RIJCOSX wB97M-V def2-TZVPD def2/J DEFGRID3
* xyz 2 1
C -0.725 -1.330 0.062
C 1.397 -0.050 0.042
C -0.730 1.187 -0.072
N 2.098 1.024 0.058
N -0.367 -2.515 -0.085
N 0.001 -0.104 0.022
F 2.009 -1.225 0.018
H -1.827 -1.088 0.029
H -1.645 1.208 0.431
H -1.089 1.066 -1.061
H -0.365 2.230 0.113
H 1.633 1.891 0.295
H 3.003 1.043 -0.360
H -0.991 -3.214 0.165
H 0.604 -2.987 -0.216
*
```

(2)
Molecular formula: C3H8FNP
Method: DFT, ωB97M-V with the def2-TZVPD basis set

Summary:
DFT total energy ... -614.7179 Eh
F_max ... 4.9 eV/Å
SMILES ... [NH3+][C@@H]1C[C@@]1(F)P
LUMO ... -3.65 eV
Relative energy (zero: lowest compared OMol25 entry of this formula, charge and spin) ... 50.4 kJ/mol
Gap between HOMO and LUMO ... 10.4 eV
HOMO ... -14.05 eV
Molar mass ... 108.08 u

```
! RIJCOSX wB97M-V def2-TZVPD def2/J DEFGRID3
* xyz 1 1
C 0.467 -1.164 0.227
C 0.298 0.368 0.513
C -0.487 -0.333 -0.599
N 1.342 1.228 0.017
F -0.100 0.049 -1.870
P -2.598 -0.442 -0.566
H 1.390 -1.550 -0.118
H -0.038 -1.824 0.944
H -0.032 0.657 1.487
H 1.491 0.974 -1.017
H 2.117 1.011 0.537
H 0.938 2.135 -0.076
H -2.297 0.527 0.396
H -2.491 -1.634 0.126
*
```